Formula: C16H23FeI2IrNO3S3
Source: the OMol25 dataset
Level of theory: ωB97M-V with the def2-TZVPD basis set

Element x y z (Å)
1 I 0.52 -3.05 -1.13
2 I -0.35 -0.51 -4.06
3 Fe -0.05 0.17 -1.62
4 Ir 1.04 1.84 0.23
5 S 1.75 -0.93 -0.79
6 S -2.05 -0.89 -1.06
7 C 2.22 1.07 1.57
8 C 3.30 -1.05 -1.74
9 C -3.69 -0.25 -1.35
10 C 3.12 -0.80 -3.24
11 C 4.20 0.03 -1.12
12 C 3.77 -2.48 -1.47
13 C -4.06 -0.47 -2.81
14 C -3.72 1.22 -1.01
15 C -4.64 -0.98 -0.39
16 C 2.03 3.41 -0.18
17 C -0.35 2.27 -1.06
18 O 2.94 0.62 2.35
19 O 2.63 4.31 -0.62
20 O -1.10 2.94 -1.69
21 H 2.87 0.25 -3.45
22 H 2.35 -1.46 -3.67
23 H 4.09 -1.03 -3.71
24 H 3.82 1.03 -1.37
25 H 5.21 -0.09 -1.54
26 H 4.25 -0.08 -0.03
27 H 3.87 -2.67 -0.39
28 H 4.74 -2.64 -1.96
29 H 3.04 -3.19 -1.90
30 H -5.09 -0.14 -2.96
31 H -4.00 -1.53 -3.08
32 H -3.42 0.10 -3.49
33 H -4.75 1.58 -1.08
34 H -3.11 1.81 -1.69
35 H -3.35 1.39 0.01
36 H -5.65 -0.58 -0.49
37 H -4.31 -0.83 0.64
38 H -4.67 -2.06 -0.60
39 S -0.94 1.20 1.50
40 C -0.51 0.71 3.09
41 N -0.80 -0.57 3.48
42 C -0.63 -0.99 4.78
43 C -0.08 -0.12 5.70
44 C 0.32 1.16 5.29
45 C 0.11 1.57 3.98
46 H -1.19 -1.21 2.79
47 H -0.94 -2.02 4.99
48 H 0.03 -0.43 6.74
49 H 0.77 1.85 6.00
50 H 0.45 2.52 3.58

Properties
Largest force on an atom ... 7.06 eV Å⁻¹
Charge ... +4
HOMO level (alpha / beta) ... -20.05 / -21.37 eV
Total energy ... -4060.2337 Eh
Multiplicity ... 10
⟨S²⟩ ... 24.82
Relative energy (zero: lowest compared OMol25 entry of this formula, charge and spin) ... 0.0 kcal per mole
Frontier orbital gap (alpha / beta) ... 0.2118 / 0.1692 hartree

Formula: C4H20N2O5S
Source: the OMol25 dataset
Level of theory: ωB97M-V with the def2-TZVPD basis set

Element x y z (Å)
1 C -1.55 -1.82 -0.72
2 N -0.15 -1.75 -0.45
3 C 0.46 -0.64 0.19
4 O 0.70 -0.99 1.59
5 C -2.18 -0.36 -1.17
6 C -2.75 0.50 0.04
7 S -1.87 1.95 0.61
8 N -1.53 0.38 -2.18
9 H -2.26 -2.33 0.11
10 H -1.81 -2.40 -1.58
11 H 0.11 -2.55 0.13
12 H 1.34 -0.55 -0.55
13 H -0.14 0.36 0.48
14 H 1.49 -1.51 1.69
15 H -3.12 -0.61 -1.78
16 H -2.75 -0.29 0.92
17 H -3.76 0.66 -0.29
18 H -1.78 2.62 -0.54
19 H -0.68 0.94 -2.05
20 H -0.93 -0.34 -2.83
21 H 1.57 2.30 -0.66
22 H 2.36 1.41 -1.54
23 O 1.77 2.04 -1.57
24 H 3.21 -0.72 0.36
25 H 2.71 -1.83 -0.70
26 O 3.41 -1.22 -0.39
27 H 1.46 1.58 1.97
28 H 2.80 0.87 1.27
29 O 2.02 1.40 1.00
30 H 0.94 0.23 2.86
31 H 0.06 1.45 2.59
32 O 0.89 1.19 3.15

Properties
Largest force on an atom ... 7.85 eV Å⁻¹
HOMO level ... -9.18 eV
Total energy ... -1048.1279 Eh
Relative energy (zero: lowest compared OMol25 entry of this formula, charge and spin) ... 57.2 kcal per mole
Frontier orbital gap ... 0.3403 hartree

Formula: C5H8N2O3S
Source: the OMol25 dataset
Level of theory: ωB97M-V with the def2-TZVPD basis set

Element x y z (Å)
1 C -0.57 -1.42 -0.82
2 C 2.24 -0.13 0.53
3 C -0.86 -0.04 -0.85
4 C 0.77 -0.70 0.88
5 C 0.21 0.57 0.24
6 N 0.32 -1.78 0.08
7 N 1.55 0.90 -0.36
8 O -2.28 -0.16 1.40
9 O -2.46 1.70 -0.19
10 O -3.45 -0.53 -0.70
11 S -2.52 0.27 0.02
12 H -1.24 -2.18 -1.26
13 H 2.57 0.57 1.34
14 H 3.02 -0.78 0.21
15 H -0.86 0.53 -1.78
16 H 0.61 -0.97 1.86
17 H -0.18 1.44 0.97
18 H 1.86 1.98 -0.22
19 H 1.27 0.73 -1.36

Properties
Largest force on an atom ... 4.04 eV Å⁻¹
HOMO level ... -9.09 eV
Total energy ... -928.6077 Eh
Relative energy (zero: lowest compared OMol25 entry of this formula, charge and spin) ... 91.5 kcal per mole
Frontier orbital gap ... 0.3060 hartree

Formula: C6H13N4
Source: the OMol25 dataset
Level of theory: ωB97M-V with the def2-TZVPD basis set

Element x y z (Å)
1 C -0.85 0.29 1.62
2 C -0.16 -0.08 -0.78
3 C -1.06 -1.03 1.98
4 C -0.33 2.75 1.47
5 C 0.69 -1.67 -2.24
6 C 2.18 -0.67 -0.48
7 N -2.38 0.63 -0.90
8 N -0.74 1.46 1.76
9 N -1.26 0.20 -1.06
10 N 0.88 -0.87 -1.05
11 H -2.00 -1.49 1.48
12 H -1.10 -1.31 2.99
13 H -0.37 -1.55 1.46
14 H 0.80 2.69 1.25
15 H -0.61 3.47 2.14
16 H -0.90 3.04 0.52
17 H 1.10 -0.94 -3.07
18 H -0.31 -1.96 -2.27
19 H 1.37 -2.54 -2.37
20 H 2.69 -1.54 -0.53
21 H 2.08 -0.34 0.61
22 H 2.81 -0.05 -1.11
23 H -2.51 1.52 -1.42

Properties
Largest force on an atom ... 5.63 eV Å⁻¹
Charge ... +1
HOMO level ... -12.08 eV
Total energy ... -454.9860 Eh
Relative energy (zero: lowest compared OMol25 entry of this formula, charge and spin) ... 140.8 kcal per mole
Frontier orbital gap ... 0.2978 hartree

Formula: C6H10O
Source: the OMol25 dataset
Level of theory: ωB97M-V with the def2-TZVPD basis set

Element x y z (Å)
1 C -0.84 1.43 -1.45
2 C -0.26 0.78 -0.44
3 C -0.64 -0.12 1.64
4 C 0.83 0.27 1.38
5 C 0.95 -0.99 0.52
6 C -0.51 -0.57 0.16
7 O 0.69 1.32 0.39
8 H -0.58 2.45 -1.68
9 H -1.60 0.93 -2.04
10 H 0.37 -0.61 -2.66
11 H -0.76 -0.95 2.34
12 H -1.34 0.69 1.86
13 H 1.54 0.59 2.15
14 H 0.98 -1.91 1.11
15 H 1.70 -1.00 -0.27
16 H 0.61 -1.30 -2.80
17 H -1.22 -1.23 -0.34

Properties
Largest force on an atom ... 0.35 eV Å⁻¹
HOMO level ... -8.61 eV
Total energy ... -309.7557 Eh
Relative energy (zero: lowest compared OMol25 entry of this formula, charge and spin) ... 54.4 kcal per mole
Frontier orbital gap ... 0.3546 hartree

Formula: C26H37As2ClN5PPtSe
Source: the OMol25 dataset
Level of theory: ωB97M-V with the def2-TZVPD basis set

Element x y z (Å)
1 Pt -0.20 -0.45 -0.24
2 C -3.08 -0.57 1.81
3 As -2.52 0.06 0.07
4 C -3.30 1.83 0.02
5 C -3.54 -1.01 -1.17
6 C -4.90 -0.80 -1.39
7 C -5.60 -1.61 -2.26
8 C -4.95 -2.65 -2.92
9 C -3.60 -2.87 -2.69
10 C -2.89 -2.05 -1.82
11 As -1.01 -2.32 -1.48
12 C -0.19 -2.56 -3.20
13 C -0.87 -4.04 -0.63
14 H -4.16 -0.47 1.93
15 H -2.58 0.01 2.58
16 H -2.80 -1.62 1.91
17 H -4.38 1.75 0.11
18 H -3.05 2.35 -0.90
19 H -2.92 2.39 0.87
20 H -5.42 0.01 -0.89
21 H -6.65 -1.44 -2.44
22 H -5.49 -3.29 -3.60
23 H -3.10 -3.69 -3.21
24 H -0.64 -3.41 -3.71
25 H 0.87 -2.75 -3.04
26 H -0.34 -1.66 -3.79
27 H -1.41 -4.78 -1.23
28 H -1.30 -4.00 0.37
29 H 0.18 -4.31 -0.56
30 Cl 0.19 4.87 -3.04
31 C 0.81 3.26 -3.15
32 C 1.96 2.99 -3.88
33 C 2.42 1.68 -3.90
34 C 1.73 0.72 -3.18
35 N 0.63 0.98 -2.49
36 C 0.17 2.23 -2.49
37 H 2.47 3.78 -4.42
38 H 3.31 1.42 -4.46
39 H 2.08 -0.31 -3.15
40 H -0.74 2.43 -1.93
41 Se 2.04 -1.53 -0.25
42 C 1.95 -2.68 1.28
43 C 0.88 -2.72 2.17
44 C 0.95 -3.59 3.25
45 N 1.98 -4.39 3.49
46 C 3.00 -4.35 2.63
47 C 3.03 -3.51 1.51
48 H 0.00 -2.10 2.02
49 H 0.13 -3.65 3.96
50 H 3.83 -5.01 2.83
51 H 3.89 -3.53 0.85
52 C 1.98 4.07 1.47
53 N 2.94 2.92 1.11
54 C 3.42 2.27 2.43
55 N 2.31 1.85 3.20
56 C 1.43 2.97 3.50
57 N 0.91 3.59 2.28
58 C -0.01 2.70 1.55
59 P 0.82 1.14 1.03
60 C 2.29 1.92 0.22
61 C 1.60 0.69 2.64
62 H 1.62 4.49 0.53
63 H 2.57 4.80 2.01
64 H 3.76 3.31 0.63
65 H 3.99 3.03 2.95
66 H 4.06 1.43 2.15
67 H 1.98 3.72 4.06
68 H 0.59 2.63 4.11
69 H -0.40 3.21 0.67
70 H -0.85 2.47 2.20
71 H 1.98 2.42 -0.70
72 H 3.01 1.14 -0.03
73 H 2.29 -0.14 2.49
74 H 0.83 0.35 3.33

Properties
Largest force on an atom ... 0.50 eV Å⁻¹
Charge ... +2
HOMO level ... -12.93 eV
Total energy ... -9080.1207 Eh
Relative energy (zero: lowest compared OMol25 entry of this formula, charge and spin) ... 0.0 kcal per mole
Frontier orbital gap ... 0.2939 hartree

Repeat the fourth record exactly.
Formula: C6H13N4
Source: the OMol25 dataset
Level of theory: ωB97M-V with the def2-TZVPD basis set

Element x y z (Å)
1 C -0.85 0.29 1.62
2 C -0.16 -0.08 -0.78
3 C -1.06 -1.03 1.98
4 C -0.33 2.75 1.47
5 C 0.69 -1.67 -2.24
6 C 2.18 -0.67 -0.48
7 N -2.38 0.63 -0.90
8 N -0.74 1.46 1.76
9 N -1.26 0.20 -1.06
10 N 0.88 -0.87 -1.05
11 H -2.00 -1.49 1.48
12 H -1.10 -1.31 2.99
13 H -0.37 -1.55 1.46
14 H 0.80 2.69 1.25
15 H -0.61 3.47 2.14
16 H -0.90 3.04 0.52
17 H 1.10 -0.94 -3.07
18 H -0.31 -1.96 -2.27
19 H 1.37 -2.54 -2.37
20 H 2.69 -1.54 -0.53
21 H 2.08 -0.34 0.61
22 H 2.81 -0.05 -1.11
23 H -2.51 1.52 -1.42

Properties
Largest force on an atom ... 5.63 eV Å⁻¹
Charge ... +1
HOMO level ... -12.08 eV
Total energy ... -454.9860 Eh
Relative energy (zero: lowest compared OMol25 entry of this formula, charge and spin) ... 140.8 kcal per mole
Frontier orbital gap ... 0.2978 hartree

Copy entry 3 word for word.
Formula: C5H8N2O3S
Source: the OMol25 dataset
Level of theory: ωB97M-V with the def2-TZVPD basis set

Element x y z (Å)
1 C -0.57 -1.42 -0.82
2 C 2.24 -0.13 0.53
3 C -0.86 -0.04 -0.85
4 C 0.77 -0.70 0.88
5 C 0.21 0.57 0.24
6 N 0.32 -1.78 0.08
7 N 1.55 0.90 -0.36
8 O -2.28 -0.16 1.40
9 O -2.46 1.70 -0.19
10 O -3.45 -0.53 -0.70
11 S -2.52 0.27 0.02
12 H -1.24 -2.18 -1.26
13 H 2.57 0.57 1.34
14 H 3.02 -0.78 0.21
15 H -0.86 0.53 -1.78
16 H 0.61 -0.97 1.86
17 H -0.18 1.44 0.97
18 H 1.86 1.98 -0.22
19 H 1.27 0.73 -1.36

Properties
Largest force on an atom ... 4.04 eV Å⁻¹
HOMO level ... -9.09 eV
Total energy ... -928.6077 Eh
Relative energy (zero: lowest compared OMol25 entry of this formula, charge and spin) ... 91.5 kcal per mole
Frontier orbital gap ... 0.3060 hartree

Question: Among the records above, which one has the lowest total energy?
Answer: C26H37As2ClN5PPtSe

What did the third record say?
Formula: C5H8N2O3S
Source: the OMol25 dataset
Level of theory: ωB97M-V with the def2-TZVPD basis set

Element x y z (Å)
1 C -0.57 -1.42 -0.82
2 C 2.24 -0.13 0.53
3 C -0.86 -0.04 -0.85
4 C 0.77 -0.70 0.88
5 C 0.21 0.57 0.24
6 N 0.32 -1.78 0.08
7 N 1.55 0.90 -0.36
8 O -2.28 -0.16 1.40
9 O -2.46 1.70 -0.19
10 O -3.45 -0.53 -0.70
11 S -2.52 0.27 0.02
12 H -1.24 -2.18 -1.26
13 H 2.57 0.57 1.34
14 H 3.02 -0.78 0.21
15 H -0.86 0.53 -1.78
16 H 0.61 -0.97 1.86
17 H -0.18 1.44 0.97
18 H 1.86 1.98 -0.22
19 H 1.27 0.73 -1.36

Properties
Largest force on an atom ... 4.04 eV Å⁻¹
HOMO level ... -9.09 eV
Total energy ... -928.6077 Eh
Relative energy (zero: lowest compared OMol25 entry of this formula, charge and spin) ... 91.5 kcal per mole
Frontier orbital gap ... 0.3060 hartree